#P
ORCA calculation (ωB97M-V with the def2-TZVPD basis set) on the molecule C4H6N2O2.

Each line ends with the natural charge from an NBO analysis.
Positions of all 14 atoms, in Å:
C 0.04442 -1.50280 0.39556  -0.29
C 1.19680 -0.68991 -0.35629  -0.20
C 1.06332 0.59138 -0.55408  -0.25
C 0.11972 1.50241 0.13294  -0.13
H 0.36591 -1.46096 1.46755  0.24
H 0.04365 -2.60647 -0.10706  0.26
H 2.07327 -1.28359 -0.75958  0.23
H 1.80437 1.30034 -1.14493  0.23
H -0.52653 2.42360 -0.37775  0.24
H 0.75477 2.03107 0.97798  0.22
N -2.04137 -0.61573 -0.53691  0.20
N -1.12280 -0.60482 0.35671  0.04
O -2.88509 0.31583 -0.40693  -0.41
O -0.89046 0.59964 0.91280  -0.38

Results
- E_LUMO: 0.7 eV
- Orbital gap: 9.72 eV
- Structure (SMILES): O=NN1CC=CCO1
- Spin multiplicity: 1

#Q
ORCA calculation (ωB97M-V with the def2-TZVPD basis set) on the molecule C4H6N2O2.

Each line ends with the natural charge from an NBO analysis.
Positions of all 14 atoms, in Å:
C -0.83763 -0.26032 -0.02436  0.44
C 0.57971 0.40065 -0.20060  -0.26
C 0.71229 1.61220 0.26050  -0.26
C 1.90078 -0.48270 -0.07962  0.77
H -1.60489 1.00903 -1.07254  0.39
H -2.84674 -0.18677 -0.41278  0.41
H -1.93787 -1.99294 0.61470  0.38
H -0.05703 2.25190 0.41991  0.21
H 1.86076 1.78652 0.04707  0.28
H 0.63000 -1.59415 0.14205  0.52
N -1.99367 0.47872 -0.19731  -0.79
N -0.98763 -1.46586 0.65827  -0.79
O 1.57582 -1.78211 -0.40853  -0.67
O 3.00610 0.22583 0.25324  -0.61

Results
- E_LUMO: -0.3 eV
- Orbital gap: 9.91 eV
- Structure (SMILES): [H]/N=C(\N)C(=C)C(=O)O
- Spin multiplicity: 1

Winner for stability: #Q